Version 1
Entry from the Open Molecules 2025 dataset: a 2-piece molecular cluster, C4H10NO3 overall (wB97M-V/def2-TZVPD).

HOMO-LUMO gap	10.017	eV
charge	+1

Positions of all 18 atoms, in Å:
C 0.5318 -2.3417 -1.3082
C 1.4277 -2.3371 -2.1923
C -1.9977 1.0040 0.5846
C 0.5839 1.1295 0.2817
N -0.6847 0.2643 0.4737
O -0.3191 -2.2555 -0.4915
O 1.5969 0.2639 0.6651
O 0.4854 2.1345 1.1958
H 2.4050 -2.3369 -1.7907
H 1.2850 -2.1949 -3.2716
H 0.6573 1.4973 -0.6837
H -2.6519 0.4888 1.2908
H -1.7457 1.9814 0.9688
H -2.6483 1.0975 -0.3856
H -0.7535 -0.6028 -0.2296
H -0.6773 -0.0945 1.5076
H 2.2505 0.5751 1.2993
H 0.2546 1.7272 2.0860

---

Version 2
Entry from the Open Molecules 2025 dataset: an isolated ion of composition C4H10NO3 and charge +1 (wB97M-V/def2-TZVPD).

HOMO-LUMO gap	11.339	eV
charge	+1

Positions of all 18 atoms, in Å:
C 0.0867 1.8148 -0.2133
O 1.3838 2.0390 -0.8332
C -0.2665 0.3251 -0.2924
C -0.4554 -0.2347 1.0878
C -1.1446 -1.5864 0.9470
O -0.3033 -2.4878 0.3584
O -2.3232 -1.7071 1.0562
N 0.8420 -0.4046 -1.1572
H 0.0671 2.1918 0.8306
H -0.6614 2.4279 -0.7030
H 1.8232 2.5352 -0.1240
H -1.1233 0.0808 -0.9406
H -0.8973 0.4799 1.7850
H 0.5248 -0.3924 1.5868
H -0.6477 -3.3875 0.5583
H 0.5134 -0.4463 -2.1292
H 0.8767 -1.3678 -0.7789
H 1.7048 0.1202 -1.0384

---

Most stable pick: version 2. Distance to second place: 0.0722 hartree.

---

Version 1
Entry from the Open Molecules 2025 dataset: an isolated ion of composition C7H12N3O and charge +1 (wB97M-V/def2-TZVPD).

HOMO-LUMO gap	10.311	eV
charge	+1

Positions of all 23 atoms, in Å:
C -3.4197 0.0396 -0.0894
C -2.6462 1.2519 0.2046
C -2.4255 -0.9023 -0.1518
C -0.0109 -1.0732 -0.0034
C 2.4606 -0.9031 0.5924
C 1.3467 0.2963 -1.5264
C 1.2712 -0.1435 -0.0069
N -1.3793 0.9850 0.2384
N -1.1896 -0.3467 -0.0127
N 0.9897 0.9880 0.9322
O 0.0737 -2.3060 -0.0530
H -4.5296 -0.0888 -0.1318
H -2.9294 2.2386 0.6077
H -2.5359 -1.9663 -0.2375
H 3.0843 -0.2654 1.1000
H 3.1078 -1.2983 -0.2264
H 2.1153 -1.6802 1.1571
H 0.7613 1.2006 -1.6867
H 0.9572 -0.2601 -2.3173
H 2.4460 0.5720 -1.8603
H -0.0341 1.2876 0.5764
H 1.6969 1.7111 1.0477
H 0.7894 0.6631 1.8471

---

Version 2
Entry from the Open Molecules 2025 dataset: an isolated ion of composition C7H12N3O and charge +1 (wB97M-V/def2-TZVPD).

HOMO-LUMO gap (spin up / spin down)	8.911 / 8.912	eV
charge	+1

Positions of all 23 atoms, in Å:
C 0.0562 -0.2264 0.4842
C 1.4976 1.3410 -0.5068
C 1.5437 1.4342 1.0573
C 0.9238 -0.0571 -0.7918
C -1.9938 -1.4715 0.2841
C 1.9449 -1.2370 -1.0080
C -3.1390 -0.4349 0.0754
N -0.7919 -1.2251 0.5565
N -2.7542 0.9145 0.1937
N 0.3885 0.6171 1.4188
O -2.2629 1.4666 -0.7634
H 0.8296 2.1135 -0.8966
H 2.5380 1.5279 -0.9500
H 2.4813 0.9412 1.4478
H 1.5673 2.3843 1.5192
H 0.2144 -0.0534 -1.5781
H -2.4899 -2.4576 0.2367
H 2.4900 -1.5545 -0.0417
H 2.7321 -1.0133 -1.8573
H 1.4211 -2.0438 -1.3355
H -3.9617 -0.6479 0.9030
H -3.5298 -0.7633 -0.8371
H 0.2947 0.4454 2.3897

---

Most stable pick: version 1. Distance to second place: 0.0862 hartree.

---

Version 1
Entry from the Open Molecules 2025 dataset: an isolated ion of composition C7H10NO and charge +1 (wB97M-V/def2-TZVPD).

HOMO-LUMO gap	9.367	eV
charge	+1

Positions of all 19 atoms, in Å:
C -0.9445 -1.8158 -0.1293
C 0.2887 -1.5304 0.2493
C -1.9577 -0.8129 -0.3316
C 0.7474 -0.1043 0.3174
C 2.9120 0.8473 -0.0755
C 1.7835 0.4125 -0.6449
C -1.7945 0.4745 0.0194
N -0.4037 0.9611 0.1670
O -2.7816 1.4627 -0.0945
H -1.1075 -2.9179 -0.1186
H 0.9539 -2.2683 0.4537
H -2.8843 -1.0409 -0.6101
H 1.0350 0.1714 1.3738
H 3.7059 1.1489 -0.5696
H 3.1186 0.7325 0.9444
H 1.4992 0.2225 -1.6317
H -0.3777 1.6409 0.9274
H -0.3091 1.3250 -0.7025
H -3.4837 1.0915 0.4559

---

Version 2
Entry from the Open Molecules 2025 dataset: an isolated ion of composition C7H10NO and charge +1 (wB97M-V/def2-TZVPD).

HOMO-LUMO gap	7.678	eV
charge	+1

Positions of all 19 atoms, in Å:
C -0.6838 0.7650 -0.2166
C 0.7888 1.0831 -0.2369
C -1.7396 1.2570 0.3919
C 1.3569 2.2605 0.0663
C 1.0574 -1.7813 0.9087
C -0.7703 -0.4315 -1.1831
C 1.5339 -0.1529 -0.6880
N -1.0633 -1.6874 -0.7395
O 1.6763 -1.3521 -0.1105
H -2.7098 0.9346 0.1283
H -1.6847 2.0557 1.1346
H 2.3572 2.3474 -0.2712
H 0.9498 3.2238 0.0169
H 0.6779 -1.0867 1.6230
H 1.2247 -2.8889 1.1266
H -0.3430 -0.2419 -2.0934
H 2.2654 -0.1246 -1.5018
H -1.0671 -2.5747 -1.2783
H -1.5439 -1.7919 0.1442

---

Most stable pick: version 1. Distance to second place: 0.0837 hartree.